A cluster of 10 separate species, C42H62N10O14 in total at a distorted geometry. Source: OMol25; level of theory: ωB97M-V with the def2-TZVPD basis set.

XYZ file:
```
128
Properties=species:S:1:pos:R:3
O -4.38903 5.08347 -0.96188
N -4.47801 3.85352 -1.10312
O -4.32837 3.25011 -2.12016
C -4.79092 3.07891 0.15186
C -4.78000 1.66334 0.18111
C -4.86658 0.89481 1.34786
C -4.82797 1.59553 2.60644
C -4.80394 2.97625 2.59698
C -4.86642 3.72866 1.39863
H -4.84619 1.14649 -0.76411
H -4.98278 -0.16117 1.32005
H -4.71455 1.05434 3.57510
H -4.81695 3.56149 3.55144
H -4.76446 4.77215 1.44010
O 0.58334 -7.91063 -4.06344
N -0.33281 -7.31090 -3.54645
O -1.40156 -7.82874 -3.23387
C -0.11418 -5.89170 -3.06215
C 1.03557 -5.21783 -3.46715
C 1.24009 -3.94441 -2.95109
C 0.28106 -3.26344 -2.14945
C -0.80267 -3.98354 -1.73202
C -0.97379 -5.28246 -2.17690
H 1.85424 -5.60092 -4.11372
H 2.11050 -3.35985 -3.15736
H 0.40758 -2.29235 -1.78472
H -1.62061 -3.65090 -1.11660
H -1.74814 -5.95703 -1.91474
O -4.48041 -4.28820 1.25995
N -4.23863 -3.23422 0.74249
O -3.94668 -2.21254 1.34384
C -4.19254 -3.27703 -0.80898
C -4.16368 -2.06128 -1.48962
C -4.12871 -2.16834 -2.90607
C -4.03453 -3.35656 -3.59866
C -4.13224 -4.52211 -2.85484
C -4.19301 -4.52061 -1.47427
H -4.09160 -1.04879 -1.00809
H -4.06783 -1.30265 -3.60419
H -3.93753 -3.30360 -4.68466
H -4.09542 -5.47580 -3.32404
H -4.26028 -5.45149 -0.96198
O 2.43054 -1.75759 0.10775
N 1.99654 -2.62583 0.78714
O 0.77077 -2.77275 0.99171
C 2.89616 -3.65187 1.34543
C 4.24373 -3.32404 1.38071
C 5.15148 -4.29643 1.96345
C 4.59173 -5.49498 2.38014
C 3.22302 -5.77233 2.21733
C 2.32673 -4.80859 1.75650
H 4.52457 -2.33656 1.04632
H 6.20386 -4.04021 2.05764
H 5.22462 -6.24708 2.87146
H 2.78723 -6.69252 2.60331
H 1.25104 -4.98982 1.73302
C 1.48170 2.02829 -3.88392
N 1.51644 2.21839 -5.32378
C 2.22064 1.25457 -6.13424
C 1.41632 3.49208 -5.83289
O 1.69189 3.82237 -7.00979
H 0.86948 1.12663 -3.63872
H 1.11109 2.98253 -3.47548
H 2.45963 1.80528 -3.45458
H 1.58734 0.35560 -6.25423
H 2.40231 1.72565 -7.11729
H 3.21642 0.96496 -5.79812
H 0.91047 4.14713 -5.14541
C 3.41099 3.38083 -0.65827
N 3.99250 2.85766 0.55323
C 4.39765 3.80394 1.57271
C 4.00132 1.55699 0.79505
O 4.36817 0.97422 1.83453
H 3.68627 2.66736 -1.44020
H 3.80284 4.37786 -0.87766
H 2.33527 3.38858 -0.67823
H 5.41917 3.64433 1.91160
H 4.09231 4.79104 1.24060
H 3.83183 3.45092 2.44453
H 3.56382 0.98679 -0.00991
C 3.46067 -2.84265 5.05140
N 2.35225 -2.28497 4.39946
C 1.14491 -3.06449 4.33836
C 2.20394 -0.96595 4.11760
O 1.16456 -0.52123 3.61515
H 4.34926 -2.25225 4.90287
H 3.59857 -3.85205 4.65965
H 3.25126 -3.02179 6.15818
H 1.34867 -4.12247 4.39138
H 0.47920 -2.80701 5.14238
H 0.66679 -2.74809 3.42633
H 3.14611 -0.36868 4.25260
C -0.68707 2.25468 4.48418
N -0.43244 2.95699 3.25684
C -1.49524 3.73054 2.70826
C 0.80867 3.01275 2.76931
O 1.18006 3.73615 1.80851
H -0.88092 3.02848 5.24638
H 0.21680 1.71852 4.66708
H -1.60405 1.69015 4.44103
H -2.03773 3.27145 1.88101
H -2.20178 4.04967 3.45609
H -1.00360 4.61510 2.27295
H 1.45614 2.33388 3.30253
C -0.33789 6.42634 -0.02939
N -0.06195 5.53174 -1.11174
C -0.41136 4.13077 -0.94206
C 0.23926 6.02948 -2.36326
O 0.38751 5.39330 -3.37930
H 0.07900 7.40778 -0.27315
H 0.30001 6.07646 0.78873
H -1.37060 6.61739 0.20858
H 0.21105 3.61884 -1.61592
H -0.19043 3.77695 0.11203
H -1.48224 4.02310 -1.26023
H 0.41581 7.09205 -2.41666
C -1.24542 -0.12183 1.09995
N -0.62336 0.30560 -0.09902
C -1.57866 0.60610 -1.13091
C 0.66222 0.69640 -0.12954
O 1.25754 1.08809 -1.14551
H -1.87065 0.65142 1.51793
H -0.49858 -0.33468 1.88126
H -1.84761 -1.01192 0.84401
H -2.36820 1.29719 -0.84205
H -1.09263 1.12615 -1.93473
H -1.96414 -0.27938 -1.60211
H 1.19898 0.53255 0.83059
```

Output
HOMO-LUMO gap ... 0.2780 Eh
Total charge ... 0
Energy relative to the best compared isomer or geometry (same formula, charge and spin) ... 0.0 kcal/mol